# 1
20
Properties=species:S:1:pos:R:3:lowdin_charge:R:1 method="wB97M-V/def2-TZVPD" energy_ha=-481.1403 total_charge=+1 homo_energy_ev=-13.776 smiles="C[C@H](B(O)O)C1=NC=[NH+]C1" fmax_ev_per_a=4.781 orbital_gap_ev=9.1 relative_energy_kcal_mol=19.9
C -1.337 1.887 0.104 -0.05
C -0.928 0.634 -0.643 -0.12
B -1.696 -0.709 0.308 -0.64
O -2.914 -0.846 -0.142 0.21
O -1.172 -1.408 1.314 0.23
C 0.558 0.187 -0.386 -0.02
N 1.174 0.536 0.737 0.10
C 2.354 -0.007 0.924 -0.10
N 2.758 -0.847 0.003 0.07
C 1.822 -0.792 -1.049 -0.05
H -1.262 2.782 -0.388 0.07
H -0.881 1.964 1.053 0.08
H -2.347 1.642 0.390 0.08
H -1.248 0.546 -1.681 0.13
H -3.502 -0.380 -0.846 0.20
H -1.648 -2.117 1.756 0.14
H 2.972 0.417 1.829 0.20
H 3.564 -1.450 0.083 0.18
H 1.583 -1.869 -1.452 0.17
H 2.149 -0.169 -1.915 0.14

=====

# 2
18
Properties=species:S:1:pos:R:3:mulliken_spin:R:1 method="wB97M-V/def2-TZVPD" energy_ha=-2945.4198 homo_energy_ev="-5.973 / -10.251" fmax_ev_per_a=4.744 spin_multiplicity=3 orbital_gap_ev="6.8 / 8.1"
C 1.105 -1.617 -1.148 0.06
C 2.124 0.023 0.582 0.11
C -2.258 1.875 0.097 -0.03
C 0.797 -0.645 -0.028 -0.05
C -1.840 0.517 0.533 0.82
O -0.110 0.377 -0.313 0.96
F -1.487 0.328 1.784 0.03
Br -2.656 -1.171 -0.149 0.05
H 1.529 -2.596 -0.761 0.00
H 0.156 -1.850 -1.615 0.00
H 1.815 -1.147 -1.820 0.00
H 2.923 -0.681 0.810 0.01
H 2.022 0.614 1.472 0.00
H 2.479 0.597 -0.265 0.00
H -3.166 1.919 -0.400 0.01
H -1.443 2.358 -0.506 0.04
H -2.231 2.403 1.034 0.01
H 0.240 -1.306 0.694 -0.01

=====

# 3
25
Properties=species:S:1:pos:R:3:lowdin_charge:R:1 method="wB97M-V/def2-TZVPD" energy_ha=-4798.3853 homo_energy_ev=-10.987 smiles=ClCCl.ClCCl.ClCCl.ClCCl.ClCCl fmax_ev_per_a=1.858 orbital_gap_ev=11.4 relative_energy_kcal_mol=20.0
Cl 5.423 10.835 -14.571 0.49
C 3.913 11.743 -14.723 -1.07
Cl 3.764 12.780 -13.351 0.52
H 3.855 12.307 -15.654 0.04
H 3.094 11.028 -14.644 0.02
Cl 8.556 14.006 -23.310 0.46
C 8.309 15.782 -23.337 -0.98
Cl 6.824 16.072 -24.289 0.47
H 8.108 16.093 -22.312 0.02
H 9.122 16.343 -23.797 0.03
Cl 17.324 11.307 -21.404 0.52
C 18.535 10.242 -22.061 -1.03
Cl 18.199 10.025 -23.804 0.47
H 19.551 10.619 -21.945 0.03
H 18.430 9.236 -21.656 0.02
Cl 9.969 14.728 -17.424 0.46
C 10.840 13.148 -17.431 -1.01
Cl 11.740 12.878 -15.949 0.50
H 10.165 12.295 -17.506 0.03
H 11.628 13.200 -18.182 0.02
Cl 4.936 20.316 -13.569 0.43
C 6.742 20.689 -13.764 -0.94
Cl 7.293 22.342 -14.236 0.47
H 7.268 20.499 -12.828 0.02
H 7.090 19.974 -14.510 0.02

=====

# 4
21
Properties=species:S:1:pos:R:3:lowdin_charge:R:1 method="wB97M-V/def2-TZVPD" energy_ha=-1996.4968 homo_energy_ev=-10.156 fmax_ev_per_a=2.738 orbital_gap_ev=10.6 relative_energy_kcal_mol=16.2
C -0.403 0.133 -2.123 -0.20
Si -0.126 0.763 -0.353 0.63
C 0.988 2.286 -0.169 -0.16
C -1.795 0.903 0.653 -0.16
C 1.049 -0.574 0.546 -0.82
Cl 2.610 -0.945 -0.038 0.74
O 1.143 -0.279 1.971 0.00
C 0.677 -1.445 1.621 -0.68
N 0.200 -2.489 2.111 -0.25
Cl 0.203 -2.381 3.919 0.51
H -0.148 0.909 -2.832 0.01
H 0.055 -0.876 -2.461 0.04
H -1.505 0.128 -2.304 0.03
H 0.355 3.028 0.409 0.05
H 1.855 2.173 0.413 0.01
H 1.346 2.870 -0.986 0.02
H -1.614 0.517 1.695 0.04
H -1.990 1.966 0.790 0.01
H -2.708 0.347 0.206 0.06
Cl -0.166 -3.414 -0.890 0.33
H -0.025 -3.619 -2.178 -0.20

=====

# 5
18
Properties=species:S:1:pos:R:3:lowdin_charge:R:1 method="wB97M-V/def2-TZVPD" energy_ha=-765.8908 total_charge=+1 homo_energy_ev=-14.510 fmax_ev_per_a=5.942 orbital_gap_ev=9.8 relative_energy_kcal_mol=67.1
C 0.786 -0.821 1.316 0.24
C 0.212 0.281 -0.634 -0.12
C -1.137 0.285 0.112 -0.88
C -2.014 1.479 -0.240 -0.07
C 2.289 -1.057 -0.540 0.03
N 1.107 -0.582 0.127 -0.14
N -0.823 0.274 1.478 0.13
Cl -2.015 -1.271 -0.404 0.63
H 1.215 -1.352 2.138 0.14
H 0.104 -0.081 -1.658 0.14
H 0.638 1.289 -0.649 0.16
H -2.203 1.502 -1.308 0.09
H -1.520 2.397 0.068 0.10
H -2.965 1.407 0.280 0.09
H 2.918 -1.634 0.135 0.11
H 2.009 -1.685 -1.389 0.12
H 2.854 -0.205 -0.923 0.12
H -1.457 -0.225 2.091 0.10

=====

# 6
18
Properties=species:S:1:pos:R:3:lowdin_charge:R:1 method="wB97M-V/def2-TZVPD" energy_ha=-786.7124 homo_energy_ev=-9.618 smiles="CCN(C=O)CCCl" fmax_ev_per_a=1.155 orbital_gap_ev=10.4 relative_energy_kcal_mol=0.0
C 1.685 -0.581 -1.470 -0.06
C 0.810 -0.961 -0.273 -0.20
N 0.255 0.206 0.396 -0.12
C 1.008 0.846 1.336 -0.31
O 2.115 0.479 1.696 0.02
C -1.018 0.739 -0.019 -0.26
C -2.182 -0.008 0.622 -0.59
Cl -3.735 0.627 0.033 0.55
H 1.123 -0.003 -2.213 0.08
H 2.503 0.024 -1.120 0.07
H 2.072 -1.465 -1.933 0.07
H 0.000 -1.590 -0.582 0.10
H 1.373 -1.535 0.486 0.13
H 0.519 1.732 1.745 0.13
H -1.095 1.793 0.273 0.12
H -1.095 0.681 -1.120 0.12
H -2.161 0.090 1.742 0.09
H -2.177 -1.077 0.400 0.07

=====

# 7
18
Properties=species:S:1:pos:R:3:lowdin_charge:R:1 method="wB97M-V/def2-TZVPD" energy_ha=-786.6675 homo_energy_ev=-9.463 smiles=NC1([C@@H](O)CCl)CC1 fmax_ev_per_a=2.283 orbital_gap_ev=10.3 relative_energy_kcal_mol=28.2
N 1.675 1.673 -0.322 0.09
C 1.311 0.295 -0.125 -0.49
C -0.066 -0.173 -0.501 -0.40
O -0.183 -1.556 -0.238 -0.05
C -1.097 0.557 0.421 -0.56
Cl -2.752 0.105 0.042 0.59
C 2.421 -0.722 -0.316 -0.10
C 1.998 -0.413 1.040 -0.09
H 1.166 2.220 0.347 0.07
H 1.536 2.031 -1.276 0.10
H -0.304 0.062 -1.557 0.15
H -0.985 -1.844 -0.712 0.09
H -1.046 1.630 0.145 0.07
H -0.906 0.473 1.487 0.09
H 3.369 -0.228 -0.607 0.12
H 2.228 -1.707 -0.713 0.10
H 1.419 -1.146 1.568 0.10
H 2.655 0.207 1.648 0.11

=====

# 8
19
Properties=species:S:1:pos:R:3:mulliken_spin:R:1 method="wB97M-V/def2-TZVPD" energy_ha=-1436.9327 total_charge=+1 homo_energy_ev="-11.609 / -11.674" fmax_ev_per_a=6.359 spin_multiplicity=4 orbital_gap_ev="7.0 / 7.1" relative_energy_kcal_mol=0.0
O -2.023 -3.143 -1.126 -0.04
C 0.804 -0.551 -2.987 0.00
C 1.164 0.267 -1.994 0.00
O 0.228 0.802 -1.164 0.00
C 0.696 1.457 0.021 0.00
C -0.284 1.143 1.125 0.00
O -0.413 -0.279 1.203 -0.01
C -0.920 -0.752 2.452 0.00
Er -0.869 -1.540 -0.609 3.04
H -0.209 -0.540 -3.395 0.00
H 1.521 -1.289 -3.344 0.00
H 2.189 0.296 -1.614 0.00
H 0.714 2.535 -0.178 0.00
H 1.697 1.114 0.318 0.00
H -1.269 1.595 0.935 0.00
H 0.110 1.525 2.077 0.00
H -1.052 -1.835 2.362 0.00
H -0.197 -0.526 3.246 0.00
H -1.886 -0.279 2.671 0.00

=====

# 9
18
Properties=species:S:1:pos:R:3:lowdin_charge:R:1 method="wB97M-V/def2-TZVPD" energy_ha=-450.5114 total_charge=+1 homo_energy_ev=-14.357 fmax_ev_per_a=6.658 orbital_gap_ev=10.2 relative_energy_kcal_mol=86.9
C -1.118 0.715 -0.996 -0.14
C -3.334 0.078 0.006 -0.01
C -0.441 -1.454 -0.304 0.00
C -0.121 0.183 1.437 0.01
C 0.527 0.994 -1.009 0.03
N -0.210 0.040 -0.087 -0.27
F -4.188 0.976 0.315 0.16
F -3.942 -1.180 0.007 0.02
H -1.736 1.640 -1.010 0.12
H -0.661 -1.676 -1.342 0.10
H 0.413 -2.071 -0.016 0.11
H -1.255 -1.854 0.246 0.08
H 0.708 -0.420 2.034 0.15
H 0.104 1.248 1.651 0.10
H -0.983 -0.297 1.998 0.11
H 1.025 1.850 -0.485 0.12
H 1.120 0.913 -1.940 0.12
H -1.348 0.287 -2.091 0.18

=====

# 10
18
Properties=species:S:1:pos:R:3:lowdin_charge:R:1 method="wB97M-V/def2-TZVPD" energy_ha=-471.4699 homo_energy_ev=-9.845 smiles="CC(C)=O.FCCF" fmax_ev_per_a=1.060 orbital_gap_ev=10.8 relative_energy_kcal_mol=17.4
C 1.389 -1.373 0.347 -0.03
C -0.115 -1.251 0.432 -0.52
C -0.904 -2.002 -0.615 -0.03
O -0.661 -0.584 1.295 0.03
H 1.868 -0.785 1.148 0.09
H 1.749 -1.000 -0.626 0.09
H 1.693 -2.427 0.455 0.09
H -0.639 -1.644 -1.624 0.09
H -0.686 -3.082 -0.557 0.09
H -1.986 -1.853 -0.463 0.09
F 1.161 3.109 0.072 -0.05
C 0.195 2.264 0.598 -0.19
C -0.699 1.739 -0.484 -0.19
F -0.019 0.834 -1.287 -0.05
H 0.706 1.439 1.131 0.11
H -0.400 2.828 1.342 0.13
H -1.574 1.228 -0.039 0.12
H -1.077 2.559 -1.124 0.13